91
Properties=species:S:1:pos:R:3:mulliken_charge:R:1 method="wB97M-V/def2-TZVPD" homo_energy_ev="-12.8 / -12.7" homo_lumo_gap_ev="4.7 / 3.4" total_charge=+2 energy_ev=-86492.2287 de_lowest_kj_mol=60.26
Pb -2.1078 1.0747 -0.4954 1.16
C 2.2770 0.1993 1.7456 -0.51
C 2.7483 0.8714 0.6844 -0.37
C 3.5630 0.3478 -0.4663 -0.88
C 2.7995 -0.3071 -1.6426 0.11
C 1.8305 -1.4005 -1.3154 -0.46
C 1.7895 -2.1512 -0.2115 -0.41
C 2.7934 -2.1955 0.8959 -1.22
C 2.5287 -1.2333 2.0802 -0.51
C -2.4915 -0.7986 -1.6311 -1.04
H 1.7353 0.7417 2.5174 0.49
H 2.5034 1.9380 0.5890 0.39
H 4.3534 -0.3222 -0.1088 0.39
H 4.0540 1.2472 -0.8904 0.47
H 2.2491 0.4855 -2.1787 -0.29
H 3.5548 -0.6826 -2.3541 0.36
H 1.0847 -1.5849 -2.0968 0.53
H 0.9546 -2.8368 -0.0615 0.50
H 3.8123 -2.0697 0.5197 0.47
H 2.7267 -3.2074 1.3259 0.38
H 1.6702 -1.6133 2.6557 0.26
H 3.4070 -1.2895 2.7420 0.37
H -3.3043 -1.3654 -1.1629 0.43
H -1.5510 -1.3559 -1.5299 0.31
H -2.6949 -0.5694 -2.6861 0.42
P 2.4543 4.6006 -8.0178 0.22
P 1.7056 1.8641 -9.4677 0.20
C 3.7588 3.4566 -8.5367 -0.64
C 3.4342 2.3233 -9.2104 -0.52
C 3.2110 6.2108 -8.5141 0.33
C 4.5842 6.4138 -8.7093 0.15
C 5.0670 7.6969 -8.9918 -0.66
C 4.1819 8.7670 -9.1362 -0.49
C 2.8026 8.5525 -9.0136 -0.59
C 2.3156 7.2801 -8.7206 -0.31
C 2.7212 4.5425 -6.2010 0.64
C 2.3209 3.3564 -5.5555 -0.72
C 2.5288 3.2072 -4.1847 -0.21
C 3.1346 4.2403 -3.4525 -0.44
C 3.5148 5.4253 -4.0936 -0.63
C 3.2996 5.5848 -5.4663 -0.46
C 1.8777 1.4070 -11.2759 0.47
C 2.0856 2.4667 -12.1806 -0.35
C 2.3543 2.2039 -13.5247 -0.63
C 2.4007 0.8817 -13.9865 -0.45
C 2.1465 -0.1700 -13.1029 -0.60
C 1.8701 0.0901 -11.7549 -0.26
C 1.6875 0.2076 -8.6898 0.33
C 0.4146 -0.3457 -8.4490 -0.42
C 0.3029 -1.6479 -7.9654 -0.60
C 1.4602 -2.3948 -7.6930 -0.53
C 2.7222 -1.8225 -7.8749 -0.72
C 2.8407 -0.5121 -8.3510 0.05
H 4.7921 3.7010 -8.2660 0.55
H 4.1901 1.6726 -9.6677 0.84
H 5.2876 5.5873 -8.6374 0.18
H 6.1419 7.8516 -9.0969 0.41
H 4.5609 9.7667 -9.3504 0.39
H 2.1038 9.3778 -9.1433 0.40
H 1.2425 7.0980 -8.6371 0.38
H 1.8620 2.5527 -6.1363 0.30
H 2.2182 2.2873 -3.6847 0.35
H 3.3052 4.1172 -2.3793 0.40
H 3.9822 6.2324 -3.5254 0.39
H 3.5961 6.5090 -5.9638 0.32
H 2.0580 3.4965 -11.8190 0.37
H 2.5338 3.0293 -14.2142 0.39
H 2.6328 0.6754 -15.0325 0.38
H 2.1679 -1.2022 -13.4558 0.39
H 1.6724 -0.7395 -11.0751 0.29
H -0.4765 0.2482 -8.6628 0.39
H -0.6855 -2.0826 -7.8092 0.44
H 1.3702 -3.4237 -7.3376 0.43
H 3.6255 -2.3964 -7.6515 0.43
H 3.8280 -0.0693 -8.4696 0.38
O -2.4767 1.7126 2.3156 -0.71
C -2.3120 0.4865 2.4768 0.73
N -1.9109 -0.2818 1.4090 -0.40
S -1.8758 -1.9302 1.6767 0.97
O -2.8218 -2.6008 0.8237 -0.63
O -0.5017 -2.3827 1.6895 -0.47
C -2.4580 -1.7253 3.3350 0.51
C -2.7838 -2.7190 4.2571 -0.54
C -3.2140 -2.3121 5.5309 -0.52
C -3.2900 -0.9436 5.8569 -0.52
C -2.9724 0.0295 4.9104 -0.60
C -2.5575 -0.3751 3.6414 0.08
H -2.7127 -3.7721 3.9829 0.48
H -3.4957 -3.0608 6.2745 0.41
H -3.6113 -0.6498 6.8586 0.41
H -3.0393 1.0958 5.1175 0.47

***

90
Properties=species:S:1:pos:R:3:mulliken_charge:R:1 method="wB97M-V/def2-TZVPD" homo_energy_ev="-6.5 / -6.5" homo_lumo_gap_ev="6.6 / 6.6" energy_ev=-66517.2562 de_lowest_kj_mol=0.00
Tl 0.5468 0.2927 -0.5183 1.43
C -4.0707 -0.0061 -2.2344 -1.34
C -3.1966 -1.2560 -2.2606 0.41
C -2.0127 -1.0797 -3.2006 -1.10
C -2.8024 -1.7053 -0.8457 0.33
C -3.9883 -2.3576 -0.1185 -0.73
O -4.0647 -1.6707 1.1362 -0.48
C -3.1422 -0.6691 1.0840 -0.21
N -2.4009 -0.6046 0.0560 0.41
C -3.1961 0.1889 2.3019 0.48
C -4.4356 0.2195 2.9515 -0.95
C -4.6051 0.8580 4.1651 -0.93
C -3.5094 1.4299 4.7910 -0.89
C -2.2820 1.4047 4.1554 -1.33
C -2.1077 0.8497 2.8852 1.36
P -0.3969 0.9425 2.2050 0.11
C 0.4272 0.0289 3.5631 0.61
C 1.3271 0.5857 4.4617 -0.27
C 1.9340 -0.2089 5.4268 -0.68
C 1.6478 -1.5622 5.5028 -0.60
C 0.7461 -2.1260 4.6076 -0.56
C 0.1438 -1.3355 3.6455 -0.67
C 0.1851 2.6611 2.4541 0.83
C 1.4903 2.8833 2.0061 -0.15
C 2.0966 4.1163 2.1810 -1.03
C 1.4013 5.1547 2.7857 -0.69
C 0.0928 4.9552 3.1946 -0.92
C -0.5138 3.7169 3.0297 -0.31
H -4.4747 0.1988 -3.2264 0.51
H -3.4879 0.8628 -1.9243 0.11
H -4.9146 -0.0993 -1.5476 0.39
H -3.7985 -2.0836 -2.6585 0.30
H -1.4154 -0.2077 -2.9345 -0.05
H -2.3585 -0.9386 -4.2258 0.46
H -1.3589 -1.9508 -3.1882 0.31
H -1.9592 -2.3981 -0.9139 0.03
H -3.8551 -3.4205 0.0752 0.32
H -4.9331 -2.2040 -0.6438 0.36
H -5.2742 -0.2834 2.4955 0.56
H -5.5791 0.8684 4.6358 0.41
H -3.6032 1.8829 5.7689 0.46
H -1.4234 1.8213 4.6647 0.59
H 1.5668 1.6405 4.4131 0.44
H 2.6351 0.2368 6.1204 0.43
H 2.1239 -2.1775 6.2545 0.39
H 0.5182 -3.1828 4.6577 0.45
H -0.5504 -1.7861 2.9428 0.36
H 2.0359 2.0907 1.4993 0.25
H 3.1089 4.2670 1.8289 0.47
H 1.8707 6.1208 2.9179 0.37
H -0.4717 5.7695 3.6298 0.43
H -1.5462 3.6012 3.3232 0.51
O 0.3617 -3.6615 -0.9746 -0.20
C 0.7502 -2.8736 -1.6841 0.18
C 5.0120 -0.1578 0.3275 -2.05
C 3.5904 -0.7478 0.4767 3.14
C 3.2310 -0.7036 1.9586 -2.04
C 2.7015 0.1922 -0.3065 -1.79
C 3.6104 -2.1815 -0.0667 -0.27
C 3.3111 -3.2799 0.7335 -0.03
C 3.3621 -4.5755 0.2299 -0.90
C 3.7264 -4.8027 -1.0854 -0.39
C 4.0328 -3.7173 -1.8969 -0.98
C 3.9723 -2.4297 -1.3924 0.04
H 5.0241 0.8800 0.6639 0.44
H 5.3523 -0.1854 -0.7074 0.39
H 5.7150 -0.7317 0.9348 0.45
H 3.2248 0.3369 2.2849 0.62
H 3.9510 -1.2472 2.5746 0.57
H 2.2381 -1.1158 2.1454 0.09
H 2.9575 0.1289 -1.3765 0.26
H 3.0278 -3.1369 1.7666 0.38
H 3.1167 -5.4087 0.8764 0.39
H 3.7678 -5.8103 -1.4783 0.39
H 4.3140 -3.8742 -2.9308 0.36
H 4.2014 -1.5991 -2.0480 0.29
F -2.9791 5.9624 1.6632 -0.43
C -2.3493 5.0365 0.8983 0.26
C -2.9435 3.8065 0.7085 -1.00
C -2.2750 2.8596 -0.0528 0.73
C -1.0340 3.1260 -0.6338 0.47
C -0.3484 2.1213 -1.4894 -1.69
C -0.4741 4.3857 -0.4125 -0.62
C -1.1200 5.3439 0.3539 -0.50
H -3.9030 3.5937 1.1620 0.49
H -2.7200 1.8847 -0.2018 0.13
H 0.5055 2.5515 -2.0119 0.67
H -1.0341 1.7110 -2.2287 0.33
H 0.4941 4.6172 -0.8405 0.31
H -0.6786 6.3142 0.5369 0.46